[1]
Density functional theory data (ωB97M-V/def2-TZVPD) for a structure of composition C5H9NO in a non-equilibrium geometry.

```
! wB97M-V def2-TZVPD RIJCOSX def2/J DEFGRID3
* xyz 0 1
C 0.731 1.749 0.652
C 0.633 0.571 -0.296
H -0.373 1.010 -1.102
H -0.259 2.087 0.945
O 1.898 0.230 -0.720
C 0.065 -1.905 0.515
C -0.299 -0.537 0.029
H -0.746 -2.612 0.339
H -3.194 0.500 -1.157
H 0.285 -1.887 1.586
H 1.279 2.568 0.189
H 1.843 -0.562 -1.269
C -1.438 -0.094 -0.527
N -2.657 -0.250 -0.736
H 1.280 1.431 1.541
H 0.952 -2.298 0.012
*
```

Summary:
E_tot: -325.75722 Eh
largest force on an atom: 2.736 eV/A
orbital gap (spin up / spin down): 0.2770 / 0.2770 Eh
E_LUMO (spin up / spin down): 0.0 / 0.0 eV
energy relative to the best compared isomer or geometry (same formula, charge and spin): 113.2 kcal per mole

[2]
Density functional theory data (ωB97M-V/def2-TZVPD) for a structure of composition C15H19InN6S in a non-equilibrium geometry.

```
! wB97M-V def2-TZVPD RIJCOSX def2/J DEFGRID3
* xyz 2 1
H 2.642 0.735 4.923
H 2.327 5.276 -0.948
H 4.252 -0.871 1.920
H -5.447 1.159 2.030
C -0.944 4.967 -0.064
H -1.463 1.966 4.404
H -5.198 0.416 -0.341
C 3.748 -0.868 3.978
N 0.372 6.963 -0.256
C 1.376 4.828 -0.694
C -3.340 1.069 2.419
N 0.076 2.846 -0.432
H 0.071 1.102 4.594
H -1.923 3.080 0.071
C 1.239 3.473 -0.729
C -0.869 0.777 2.724
H 4.000 0.123 5.866
C -0.934 1.037 4.189
H 3.060 -1.639 4.329
N -1.980 0.461 0.575
H -3.433 1.358 3.456
N 0.208 0.422 2.118
H 1.239 7.434 -0.451
C -2.089 0.800 1.880
H 2.074 2.840 -1.001
C 2.395 -0.171 1.976
H 4.298 1.168 4.473
C -0.996 3.606 -0.121
N 1.356 0.143 2.717
C 3.661 0.373 4.862
C -4.337 0.556 0.296
In 0.203 0.670 -0.049
C 0.273 5.638 -0.336
S 2.526 -0.091 0.189
H 4.756 -1.271 4.035
N 3.501 -0.625 2.545
C -4.468 0.951 1.618
H -1.833 5.530 0.185
C -3.063 0.334 -0.196
H -2.896 0.029 -1.220
H -0.423 7.532 -0.024
H -1.461 0.225 4.696
*
```

Summary:
E_tot: -1499.35870 Eh
largest force on an atom: 1.264 eV/A
orbital gap: 0.2474 Eh
E_LUMO: -7.8 eV

[3]
Density functional theory data (ωB97M-V/def2-TZVPD) for an isolated molecule of C22H30ClN3O.

```
! wB97M-V def2-TZVPD RIJCOSX def2/J DEFGRID3
* xyz 0 1
C -0.877 -1.068 0.185
H 2.889 1.404 2.834
N 2.453 -0.005 -0.202
C 2.216 1.018 2.065
H -6.514 1.401 0.994
H 0.218 1.515 1.344
H 1.181 -2.032 1.222
C -4.513 -0.378 -0.120
C 2.986 0.981 0.734
H 3.717 -1.492 1.473
C -0.785 -2.350 -0.301
C 1.719 0.578 -1.313
C -4.512 0.895 0.368
H 0.973 1.247 -0.878
C 0.968 1.894 2.032
H 1.229 2.908 1.735
C -5.626 1.869 0.570
C -2.114 -0.404 0.236
H 3.450 1.748 -1.898
H 1.941 0.000 2.350
H 2.996 -3.824 1.392
H 3.576 -0.284 -3.337
H -3.205 3.563 0.449
H -5.421 3.919 1.326
H -1.834 -4.004 -1.163
H -5.209 2.655 2.539
H -0.005 -0.520 0.501
H 2.897 -3.788 -0.383
C -3.276 1.468 0.764
C 3.751 -2.001 0.509
C 3.430 -1.002 -0.611
C 2.785 -3.187 0.524
H 0.518 1.936 3.022
C 2.540 1.360 -2.362
C -3.162 -2.396 -0.703
H -5.907 2.307 -0.392
H -4.048 -2.907 -1.047
H 4.033 0.745 0.948
H 2.966 1.986 0.298
H 3.008 -1.555 -1.453
H 4.761 -2.390 0.371
N 1.411 -2.756 0.560
N -2.129 0.865 0.706
C 2.913 0.538 -3.592
Cl -5.993 -1.121 -0.626
H -2.898 3.100 2.121
C -5.009 2.927 1.502
C -3.497 2.870 1.242
C -3.286 -1.086 -0.204
H 2.020 0.126 -4.056
C 0.532 -3.048 -0.422
H 1.952 2.219 -2.690
H 3.418 1.166 -4.323
C -1.941 -3.007 -0.762
O 0.767 -3.837 -1.319
H 4.369 -0.533 -0.949
H 1.180 -0.233 -1.813
*
```

Summary:
E_tot: -1556.06011 Eh
largest force on an atom: 0.681 eV/A
orbital gap: 0.3022 Eh
E_LUMO: 0.0 eV
structure (SMILES): CCCN(CCC)CCCNC(=O)c1ccc2c(Cl)c3c(nc2c1)CCC3
energy relative to the best compared isomer or geometry (same formula, charge and spin): 0.0 kcal per mole

[4]
Density functional theory data (ωB97M-V/def2-TZVPD) for a cluster of 2 separate species, C5H7Br2ClF2O in total in a non-equilibrium geometry.

```
! wB97M-V def2-TZVPD RIJCOSX def2/J DEFGRID3
* xyz 0 1
H 0.167 2.813 0.569
Br -2.317 2.948 -0.274
F 2.760 0.985 0.067
Br -1.001 0.668 2.106
H -1.686 0.155 -1.188
C 1.890 -1.212 0.661
C 2.050 0.218 0.894
O 0.990 -1.871 1.446
C -0.801 -0.230 -0.627
H 0.184 -0.357 -1.260
C -0.359 2.269 -0.210
H 1.087 -1.391 2.358
H -0.121 2.246 -1.292
C -0.384 0.854 0.334
H 1.626 -1.480 -0.365
F 2.252 0.570 2.200
H -1.060 -1.335 -0.134
Cl 3.527 -2.215 0.954
*
```

Summary:
E_tot: -6077.77033 Eh
largest force on an atom: 3.740 eV/A
orbital gap (spin up / spin down): 0.2808 / 0.2924 Eh
E_LUMO (spin up / spin down): -1.1 / -1.2 eV